Below is a 8-piece molecular cluster, C32H71ClN8O9 overall in a non-equilibrium geometry, with properties calculated with the ωB97M-V functional and the def2-TZVPD basis.

Output
net charge	0
SMILES string	CCCCCCCNC(=O)OCCCCl.CN(C)C=O.CN(C)C=O.CN(C)C=O.CN(C)C=O.CN(C)C=O.CN(C)C=O.CN(C)C=O
electronic energy	-77205.998	eV

XYZ file:
```
121
Properties=species:S:1:pos:R:3:mulliken_charge:R:1
C -0.8285 5.3305 1.6482 -0.988
C -0.7175 5.5627 0.1460 -0.928
C 0.4643 4.7608 -0.4074 0.712
C 0.1802 4.0122 -1.7048 -0.813
C 0.0157 2.5145 -1.5756 -0.245
C -0.9432 2.0158 -0.4885 -1.486
C -0.3195 1.5011 0.7745 0.899
N 0.4263 0.2278 0.5772 -0.279
C 1.7558 0.3982 1.0146 -0.023
O 2.1094 -0.0244 2.0343 -0.500
O 2.5219 1.0514 0.1750 0.060
C 3.6431 1.6771 0.8028 -0.688
C 3.2835 2.6498 1.9178 -0.141
C 3.6739 4.0456 1.5151 -0.581
Cl 3.1557 5.1829 2.7821 -0.203
H -1.2508 4.3688 1.8013 0.166
H -1.4089 6.1058 2.1078 0.517
H 0.1583 5.3362 2.0498 0.161
H -1.5978 5.1891 -0.3294 0.407
H -0.5803 6.5993 -0.0524 0.416
H 0.8674 4.1104 0.3365 -0.926
H 1.2458 5.4563 -0.6310 0.738
H -0.6482 4.4453 -2.2252 0.491
H 1.0277 4.1814 -2.3371 0.039
H -0.3907 2.1792 -2.5098 0.392
H 0.9967 2.0837 -1.5082 0.132
H -1.6023 2.8177 -0.2462 0.502
H -1.4852 1.1947 -0.9166 0.489
H -1.1007 1.3158 1.4763 0.299
H 0.3245 2.2180 1.2415 -0.818
H 0.4909 0.1204 -0.4320 0.394
H 4.1300 2.2245 0.0324 0.366
H 4.3647 0.9671 1.1410 0.342
H 2.2374 2.6733 2.1498 -0.088
H 3.8378 2.3855 2.7859 0.396
H 4.7270 4.1162 1.3906 0.497
H 3.1694 4.2964 0.6188 0.219
C -2.4706 3.3211 6.4960 -0.947
N -1.4053 3.6155 5.5585 0.194
C -0.4251 4.6390 5.8913 -0.902
C -1.2851 2.9770 4.3858 0.109
O -0.4095 3.1944 3.5711 -0.526
H -3.0720 4.2149 6.6719 0.351
H -2.0504 2.9852 7.4460 0.350
H -3.1127 2.5384 6.0991 0.270
H -0.4408 5.4267 5.1383 0.251
H 0.5743 4.2048 5.9079 0.290
H -0.6545 5.0618 6.8652 0.375
H -2.0735 2.2192 4.2189 0.242
C 3.1797 -2.4022 0.2285 -0.630
N 3.4894 -3.4724 -0.6995 0.246
C 3.5788 -4.8431 -0.1988 -1.141
C 3.6940 -3.2396 -2.0014 0.220
O 3.9578 -4.0864 -2.8356 -0.637
H 3.9416 -2.3507 1.0085 0.310
H 2.2085 -2.5854 0.6922 0.365
H 3.1472 -1.4495 -0.2958 -0.029
H 4.5761 -5.2385 -0.3964 0.347
H 2.8546 -5.4693 -0.7066 0.361
H 3.3852 -4.8568 0.8701 0.355
H 3.5988 -2.1678 -2.2646 0.184
C 6.4629 0.1688 -3.9672 -0.890
N 6.1226 1.4304 -3.3368 0.241
C 4.9408 2.1558 -3.7970 -0.856
C 6.8569 1.9466 -2.3501 0.085
O 6.6157 2.9951 -1.7801 -0.601
H 6.6393 0.3206 -5.0333 0.316
H 5.6457 -0.5441 -3.8427 0.308
H 7.3620 -0.2455 -3.5174 0.299
H 5.2226 3.1412 -4.1615 0.343
H 4.2387 2.2867 -2.9735 0.030
H 4.4610 1.5987 -4.5952 0.432
H 7.7258 1.3193 -2.0825 0.302
C -1.6635 -5.7655 -1.2157 -1.006
N -0.4551 -6.5725 -1.2318 0.141
C -0.3295 -7.6409 -2.2106 -0.962
C 0.5473 -6.3654 -0.3754 0.249
O 1.5877 -7.0023 -0.3415 -0.663
H -2.5304 -6.3998 -1.0353 0.439
H -1.7825 -5.2677 -2.1797 0.321
H -1.6013 -5.0126 -0.4323 0.273
H -0.1966 -8.5958 -1.7026 0.304
H 0.5427 -7.4656 -2.8404 0.304
H -1.2237 -7.6774 -2.8257 0.375
H 0.3486 -5.5330 0.3254 0.236
C -7.0355 -5.6763 1.0212 -0.789
N -6.2670 -5.7591 -0.2115 0.176
C -6.3449 -4.6701 -1.1701 -0.972
C -5.4841 -6.8044 -0.4966 0.132
O -4.8138 -6.9138 -1.5106 -0.627
H -8.0997 -5.6001 0.7881 0.340
H -6.7299 -4.7990 1.5859 0.193
H -6.8700 -6.5573 1.6332 0.279
H -6.7132 -5.0407 -2.1267 0.327
H -5.3544 -4.2430 -1.3309 0.257
H -7.0154 -3.9020 -0.7954 0.390
H -5.4922 -7.5789 0.2897 0.321
C -0.6180 5.3796 -5.8245 -0.984
N 0.5566 4.5302 -5.8048 0.163
C 0.6193 3.3812 -6.6940 -0.987
C 1.5940 4.7673 -4.9892 0.009
O 2.6003 4.0789 -4.9366 -0.644
H -1.5048 4.7969 -5.5670 0.339
H -0.7531 5.8084 -6.8192 0.380
H -0.5075 6.1873 -5.1052 0.322
H 0.7317 2.4663 -6.1120 0.289
H 1.4798 3.4703 -7.3569 0.293
H -0.2903 3.3261 -7.2851 0.410
H 1.4479 5.6588 -4.3538 0.432
C -3.4079 -3.2989 5.1672 -0.918
N -4.6697 -3.5705 4.5035 0.108
C -5.3301 -2.5020 3.7718 -0.863
C -5.2513 -4.7783 4.5409 0.135
O -6.3068 -5.0584 4.0012 -0.586
H -3.5393 -2.5101 5.9103 0.326
H -2.6630 -2.9770 4.4373 0.350
H -3.0469 -4.1945 5.6659 0.291
H -6.3205 -2.3211 4.1899 0.304
H -5.4488 -2.7846 2.7256 0.211
H -4.7369 -1.5944 3.8358 0.360
H -4.6727 -5.5194 5.1190 0.278
```

***

Below is a 6-piece molecular cluster, C32H72Br2N4 overall in a non-equilibrium geometry, with properties calculated with the ωB97M-V functional and the def2-TZVPD basis.

Output
net charge	+2
electronic energy	-180377.192	eV

XYZ file:
```
110
Properties=species:S:1:pos:R:3:mulliken_charge:R:1
C -10.0618 -5.5735 7.7865 -1.411
C -10.1586 -4.0550 7.7198 -0.498
C -8.7891 -3.3638 7.6820 -0.716
N -8.8294 -1.8297 7.4409 0.320
C -9.9967 -1.0285 8.1280 -1.161
C -7.4663 -1.1464 7.7898 -0.562
C -6.5289 -1.4212 6.6576 -0.716
C -7.4454 -1.2764 5.4063 -0.548
C -8.9052 -1.6324 5.9090 -0.617
H -11.0958 -5.9036 7.6869 0.385
H -9.9151 -5.9812 8.7867 0.377
H -9.4617 -6.0864 7.0350 0.385
H -10.8278 -3.6494 8.4786 0.372
H -10.6612 -3.8247 6.7804 0.399
H -8.1154 -3.7010 6.8942 0.481
H -8.3038 -3.5191 8.6456 0.339
H -9.8455 -1.2203 9.1903 0.404
H -10.9506 -1.4786 7.8529 0.401
H -9.9673 0.0129 7.8075 0.466
H -7.6983 -0.0906 7.9292 0.412
H -7.0529 -1.5816 8.6997 0.322
H -5.7002 -0.7393 6.8481 0.427
H -6.2421 -2.4603 6.8189 0.343
H -7.3727 -0.1987 5.2605 0.273
H -7.2295 -1.8355 4.4958 0.423
H -9.6478 -0.8571 5.7208 0.350
H -9.3137 -2.5214 5.4284 0.343
C 2.6585 -5.3498 3.0200 -1.513
C 1.5344 -4.6961 2.2839 -0.064
C 1.9767 -3.3419 1.6288 -0.978
N 0.7793 -2.6800 0.9220 0.346
C 0.3671 -3.6535 -0.1406 -1.094
C 1.3209 -1.3322 0.4020 -0.702
C 0.0620 -0.5245 0.2626 -0.524
C -0.6828 -0.8227 1.5618 -0.633
C -0.4421 -2.3265 1.9422 -0.457
H 3.0497 -4.6881 3.7928 0.361
H 3.4823 -5.6758 2.3850 0.372
H 2.3692 -6.2521 3.5587 0.391
H 0.6591 -4.6588 2.9324 0.360
H 1.3180 -5.3325 1.4259 0.262
H 2.8411 -3.5915 1.0133 0.393
H 2.3037 -2.7920 2.5113 0.473
H 1.1789 -3.9346 -0.8115 0.372
H -0.2824 -3.0641 -0.7878 0.432
H -0.2020 -4.5453 0.1219 0.378
H 1.9612 -1.4451 -0.4728 0.442
H 1.9937 -0.8765 1.1284 0.360
H -0.4818 -0.9506 -0.5805 0.254
H 0.2381 0.5435 0.1343 0.400
H -1.7338 -0.5502 1.4659 0.338
H -0.3502 -0.1592 2.3601 0.352
H -1.3026 -2.9608 1.7291 0.327
H -0.1296 -2.4336 2.9809 0.342
C 0.0731 -3.0934 -9.1016 -1.359
C 0.3526 -1.6361 -9.5277 -0.318
C 0.4057 -0.5568 -8.4452 -0.904
N 0.8735 0.8886 -8.8841 0.365
C 0.1981 1.4045 -10.1543 -1.140
C 2.4170 1.0144 -8.8586 -0.509
C 2.7195 1.9649 -7.7662 -0.545
C 1.5235 2.9429 -7.7216 -0.546
C 0.4106 1.9475 -7.7779 -0.666
H -0.9397 -3.1615 -8.7047 0.339
H 0.6324 -3.1672 -8.1690 0.352
H 0.2412 -3.9761 -9.7186 0.356
H -0.3132 -1.2810 -10.3143 0.393
H 1.3401 -1.8149 -9.9530 0.336
H 1.0113 -0.7055 -7.5512 0.520
H -0.6084 -0.4747 -8.0541 0.399
H -0.8586 1.3288 -9.8979 0.431
H 0.4708 0.7477 -10.9803 0.409
H 0.6799 2.3238 -10.4874 0.367
H 2.8058 1.4832 -9.7626 0.331
H 2.9251 0.0555 -8.7575 0.306
H 3.6227 2.5344 -7.9855 0.361
H 2.9084 1.4880 -6.8044 0.320
H 1.3814 3.7446 -8.4462 0.328
H 1.3460 3.4264 -6.7610 0.337
H -0.5532 2.4193 -7.9690 0.312
H 0.3277 1.4441 -6.8147 0.424
C 5.3453 4.5149 3.1296 -1.282
C 6.5775 4.8361 2.2774 -0.231
C 6.3040 4.7706 0.6670 -0.901
N 7.4144 4.9557 -0.3766 0.181
C 8.5408 3.9564 -0.1507 -0.826
C 6.7630 4.9492 -1.7730 -0.798
C 6.2551 6.3891 -2.0758 -0.559
C 7.0884 7.3024 -1.1903 -0.619
C 8.0412 6.3666 -0.3550 -0.707
H 5.4327 3.5098 3.5422 0.340
H 4.3432 4.4857 2.7019 0.367
H 5.2894 5.2420 3.9397 0.334
H 7.3935 4.1610 2.5352 0.254
H 6.8992 5.8732 2.3729 0.342
H 5.6176 5.5740 0.3994 0.422
H 5.6621 3.9512 0.3436 0.490
H 9.4432 4.3927 -0.5789 0.369
H 8.3651 3.0856 -0.7824 0.385
H 8.6704 3.7419 0.9101 0.285
H 7.4798 4.7093 -2.5583 0.440
H 6.1026 4.0822 -1.7899 0.472
H 6.4035 6.6367 -3.1269 0.332
H 5.2295 6.4084 -1.7073 0.314
H 7.6268 8.0396 -1.7860 0.410
H 6.3640 7.8460 -0.5838 0.237
H 8.9752 6.3539 -0.9168 0.400
H 8.2295 6.4665 0.7139 0.547
Br 6.5437 -1.9584 -3.6027 -0.990
Br -4.6976 -6.8764 3.5407 -0.987
```

***

Below is a 6-piece molecular cluster, C32H72N4O4 overall in a non-equilibrium geometry, with properties calculated with the ωB97M-V functional and the def2-TZVPD basis.

Output
net charge	0
SMILES string	CCN(CC)CC.CCN(CC)CC.CCN(CC)CC.CCN(CC)CC.O=C1CCCO1.O=C1CCCO1
electronic energy	-48501.198	eV

XYZ file:
```
112
Properties=species:S:1:pos:R:3:mulliken_charge:R:1
C 2.8221 10.6415 -0.2663 -0.940
C 2.7401 9.2987 -1.0025 -0.721
N 1.4168 8.8977 -1.5143 0.288
C 0.9101 9.8526 -2.5048 -0.558
C -0.1546 9.1368 -3.3752 -0.447
C 0.4787 8.6371 -0.4364 0.867
C 0.8317 7.4357 0.4429 -1.230
H 3.8842 10.8484 -0.1026 0.433
H 2.4084 10.5798 0.7390 0.151
H 2.4296 11.4559 -0.8697 0.285
H 3.3985 9.2169 -1.8709 0.511
H 3.0789 8.4646 -0.3845 0.409
H 0.4198 10.6987 -2.0099 0.301
H 1.7123 10.1601 -3.1696 0.476
H -1.0382 8.9035 -2.7789 -0.527
H -0.4957 9.8524 -4.1286 0.446
H 0.2171 8.2189 -3.8207 0.320
H -0.5673 8.4891 -0.7116 -0.816
H 0.4679 9.5221 0.2196 0.062
H 0.0719 7.2297 1.1942 0.073
H 1.7607 7.6501 0.9775 0.511
H 1.0300 6.5064 -0.0947 0.051
C -7.3370 12.3495 0.3733 -1.243
C -7.0294 12.0320 -1.0978 -0.582
N -5.6347 11.6914 -1.3187 0.585
C -5.4264 11.1132 -2.6404 -0.895
C -3.9858 10.6987 -2.8897 -0.367
C -4.7003 12.7713 -0.9798 -0.961
C -4.7381 14.0190 -1.8712 -1.303
H -8.3983 12.2266 0.5878 0.397
H -7.0654 13.3677 0.6557 0.310
H -6.7507 11.6994 1.0262 0.226
H -7.6617 11.1905 -1.3824 0.474
H -7.3447 12.9126 -1.6786 0.312
H -5.9484 10.1534 -2.6271 0.397
H -5.7720 11.7829 -3.4379 0.323
H -3.2192 11.4833 -2.9004 0.436
H -3.6304 9.9598 -2.1741 -0.444
H -3.8900 10.3188 -3.9104 0.508
H -3.6986 12.3574 -0.8284 0.388
H -4.8929 13.0947 0.0489 0.652
H -4.3104 13.7028 -2.8244 0.269
H -4.1620 14.7983 -1.3809 0.436
H -5.7813 14.3020 -1.9810 0.242
C -0.6010 6.3888 4.6310 -1.049
C -1.2104 7.7182 5.0415 -0.376
N -0.2774 8.8424 5.2619 0.193
C 0.4163 9.2858 4.0540 -0.810
C -0.5599 9.9239 3.0580 -0.484
C 0.6706 8.5609 6.3425 -0.538
C 0.0083 8.5537 7.7238 -1.292
H -0.0232 6.5383 3.7218 0.120
H -1.3757 5.6211 4.6226 0.396
H 0.0237 6.0007 5.4443 0.436
H -1.9153 7.9790 4.2481 -0.049
H -1.7887 7.6645 5.9645 0.376
H 1.0982 10.0861 4.3527 0.516
H 1.0237 8.5195 3.5529 0.252
H -0.0072 10.6111 2.4216 0.613
H -1.1295 9.1044 2.6106 -0.681
H -1.3691 10.4834 3.5356 0.486
H 1.3595 9.4110 6.3140 0.406
H 1.2959 7.7004 6.0605 0.422
H -0.6969 7.7465 7.8992 0.285
H -0.5426 9.4961 7.7639 0.324
H 0.7825 8.6215 8.4862 0.420
C -4.2736 2.9284 -2.0973 -1.514
C -3.0457 3.7793 -1.7436 0.301
N -2.6599 4.8252 -2.6979 0.002
C -3.7061 5.8330 -2.7062 0.216
C -3.5179 6.9574 -3.7255 -1.088
C -1.3881 5.3883 -2.2634 1.083
C -0.1769 4.4832 -2.5189 -1.905
H -4.2012 2.3831 -3.0382 0.391
H -5.1874 3.5175 -2.0911 0.237
H -4.3479 2.1865 -1.2998 0.400
H -3.2698 4.2652 -0.7806 -0.148
H -2.2174 3.0919 -1.5700 0.385
H -3.8142 6.2948 -1.7116 -0.214
H -4.6768 5.3857 -2.9145 0.378
H -4.3224 7.6738 -3.5386 0.359
H -3.6071 6.5865 -4.7451 0.386
H -2.5899 7.5056 -3.5676 -0.009
H -1.1755 6.2539 -2.8943 -0.200
H -1.4198 5.7087 -1.2099 -0.267
H 0.7110 5.1108 -2.5442 0.483
H -0.0712 3.6718 -1.7991 0.372
H -0.3634 4.0302 -3.4958 0.467
O -3.8899 6.4860 3.0112 -0.677
C -3.7473 7.3394 2.1817 0.188
C -2.9605 7.2881 0.8968 2.970
C -3.5061 8.4733 0.1210 0.591
C -3.8738 9.4193 1.2547 0.154
O -4.3618 8.5548 2.3033 -0.464
H -1.9287 7.4248 1.2352 -1.783
H -3.0500 6.2827 0.4920 -0.738
H -2.7667 8.8814 -0.5648 -0.785
H -4.4012 8.1659 -0.4212 0.393
H -3.0362 10.0347 1.5793 0.144
H -4.7164 10.0187 0.9097 -0.244
O -5.8237 5.0598 -0.0967 -0.484
C -6.4780 5.3554 0.8656 0.452
C -6.5956 4.5496 2.1421 -0.264
C -7.5879 5.3682 2.9861 -0.611
C -7.8931 6.6139 2.1724 -0.357
O -7.2282 6.4660 0.9146 -0.336
H -6.7466 3.5002 1.9119 0.468
H -5.5989 4.6281 2.5873 0.047
H -8.4260 4.7011 3.1952 0.300
H -7.1106 5.5971 3.9369 0.268
H -8.9587 6.7246 1.9603 0.351
H -7.5580 7.5296 2.6600 0.229
```